Record 1
The following is a DFT calculation (ωB97M-V with the def2-TZVPD basis set) of a molecular structure, C35H30N5O4RuSTe at a distorted geometry.

The expectation value of S² is 8.759. For the HOMO energy (alpha / beta), the calculation gives -7.33 / -7.32 eV. Its energy relative to the best compared isomer or geometry (same formula, charge and spin) is 0.00 kJ/mol. Its multiplicity is 6. For the maximum force, the calculation gives 1.121 eV Å⁻¹. For the lowest unoccupied orbital energy (alpha / beta), the calculation gives -0.396 / -2.169 eV.

Last column: Mulliken spin population.
Atoms and positions in Å:
H 0.513 1.219 2.661  -0.01
C -2.712 -1.797 -2.559  -0.01
C 3.292 1.131 -1.482  0.00
H -2.579 -1.999 -3.624  0.00
N -1.469 2.467 1.353  0.10
O -1.908 1.577 -1.074  0.20
C -2.811 -1.761 3.920  0.02
N 1.514 -3.739 -0.188  0.00
H 1.912 1.478 1.834  -0.01
C -3.511 6.012 2.786  0.00
H 3.685 0.121 2.108  0.00
C 0.754 -1.473 2.756  0.06
H -4.817 -2.279 -2.534  0.00
C -0.722 -1.283 2.795  -0.16
C 2.665 -2.945 3.094  0.01
C -1.913 2.894 -0.947  0.01
C 0.495 -3.017 -0.728  0.02
O -3.498 6.116 4.023  0.00
C 3.014 -0.685 2.381  0.01
H -1.165 1.967 3.336  0.00
H 6.811 -0.451 -1.370  0.00
C 5.824 -0.007 -1.399  0.00
Te 1.393 2.031 -1.620  0.10
C 4.405 1.877 -1.864  0.00
C -2.669 4.482 0.900  0.00
C -1.430 -1.845 3.862  0.02
C -2.801 -0.530 1.863  -0.19
H -2.298 4.037 4.211  0.00
C 1.298 -2.708 3.110  0.00
H 4.600 -2.081 2.720  0.00
S -0.791 -3.721 -1.661  0.02
C -3.504 -1.111 2.909  -0.01
H 4.286 2.899 -2.200  0.00
H 1.366 -4.727 -0.071  0.00
H -0.891 -2.334 4.664  0.00
H 1.976 -3.296 0.598  0.00
C 0.698 0.883 -3.262  0.00
H -3.784 -3.643 -2.118  0.00
C -1.574 2.714 2.662  0.01
H -1.892 0.857 -5.423  0.00
H 4.831 -1.777 -0.698  0.00
H -3.344 -2.191 4.758  0.00
H 0.620 -3.506 3.388  0.00
H -3.356 0.014 1.102  0.01
C 1.365 -0.260 -3.678  0.00
N -0.706 -1.239 -1.268  0.03
C 3.530 -1.924 2.725  0.00
C 1.644 -0.457 2.385  -0.06
H -0.993 2.185 -3.554  0.00
C -0.982 0.536 -4.932  0.00
C -0.473 1.295 -3.886  0.00
C -2.023 3.336 0.491  0.00
H -4.583 -1.034 2.947  0.00
O -4.122 6.630 1.902  0.00
H -4.050 -2.350 -0.944  0.00
O -1.835 3.666 -1.876  0.03
N 0.402 -1.727 -0.632  -0.03
C -2.211 3.835 3.151  0.01
H -0.731 -1.199 -6.169  0.00
N 1.152 0.823 1.980  0.13
C -3.910 -2.565 -2.004  0.00
H -3.117 5.172 0.197  0.00
C 4.716 -0.751 -1.023  0.00
H -2.847 -0.719 -2.452  0.00
C -1.408 -0.597 1.784  0.43
C -2.772 4.743 2.263  0.00
H 1.365 -1.901 -5.052  0.00
C 0.843 -1.011 -4.723  0.00
C 3.449 -0.183 -1.058  -0.01
C 5.669 1.308 -1.817  0.00
C -0.331 -0.617 -5.349  0.01
H 2.582 -0.769 -0.779  0.01
Ru -0.560 0.627 0.183  4.22
H 3.051 -3.914 3.381  0.00
H 6.531 1.890 -2.113  0.00
C -1.442 -2.120 -1.848  0.04
H 2.282 -0.577 -3.200  0.00

Cartesian forces (eV/Å) of the 2 atoms listed first:
0.009 -0.022 0.018
0.016 0.024 -0.007

=====

Record 2
The following is a DFT calculation (ωB97M-V with the def2-TZVPD basis set) of a molecular structure, C40H32MnN6O8S at a distorted geometry.

The expectation value of S² is 8.764. For the HOMO energy (alpha / beta), the calculation gives -0.92 / -2.49 eV. As for the charge: -2. Its energy relative to the best compared isomer or geometry (same formula, charge and spin) is 246.22 kJ/mol. Its multiplicity is 6. For the maximum force, the calculation gives 3.472 eV Å⁻¹. For the lowest unoccupied orbital energy (alpha / beta), the calculation gives 4.072 / 3.983 eV.

Last column: Mulliken spin population.
Atoms and positions in Å:
C 4.084 -0.578 2.768  0.00
N 0.171 0.580 1.182  -0.01
H 4.990 -2.918 0.471  0.00
C -2.635 1.098 5.047  0.00
H -2.092 2.592 3.609  0.00
C 0.153 -4.055 -0.515  0.01
H 3.924 -4.011 -1.117  0.00
H -2.976 -2.497 2.175  0.00
C -3.380 1.547 -2.324  0.00
C -1.398 4.342 0.898  0.00
O 3.961 -5.980 -2.624  0.00
C -1.097 -0.673 3.449  0.05
C 2.087 -4.899 -1.651  0.01
H -1.317 1.381 -1.742  0.00
O -3.183 0.974 0.416  0.01
H 0.075 -5.601 -1.992  0.00
O 0.834 -0.832 -0.834  0.05
N 0.892 1.249 0.164  -0.01
C 4.934 -1.410 1.984  0.00
C -2.315 -4.594 -0.917  0.00
C 3.586 1.850 -4.032  0.00
H -0.055 3.679 -2.657  0.00
H -2.122 2.321 -3.851  0.00
H 0.445 4.545 2.779  0.00
H 1.798 4.776 1.657  0.00
C 2.732 -0.627 2.522  0.02
C 0.439 3.915 -0.578  0.00
C 2.274 0.111 -3.002  0.01
N 2.159 -1.406 1.600  0.00
C -2.218 0.755 -1.765  0.01
H 2.411 2.813 -0.989  0.00
N 0.911 -3.211 0.219  0.05
C -0.036 4.159 0.710  -0.01
O -0.395 -1.505 2.755  0.05
C 4.374 -2.244 1.058  0.00
C 2.591 2.203 -1.868  0.00
C -1.226 0.707 3.112  -0.02
C 2.037 0.928 -1.908  0.00
S -2.867 4.098 -2.834  0.00
C 1.208 0.405 -0.781  -0.01
H 4.187 2.209 -4.861  0.00
H 1.271 3.148 2.077  0.00
O -1.754 -0.713 0.005  -0.02
H -0.631 2.335 1.746  0.02
C -1.995 1.552 3.911  0.01
O -4.159 4.504 -2.363  0.00
N -1.566 -3.221 0.870  0.04
H 1.501 3.738 -0.727  0.00
H -2.979 -0.624 6.296  0.00
C -2.494 -0.251 5.400  0.01
H 6.008 -1.393 2.133  0.00
H 3.220 -0.070 -4.921  0.00
C 3.042 0.573 -4.067  0.00
C 2.270 -3.188 0.037  0.02
H 4.481 0.074 3.538  0.00
C -3.625 -4.451 -0.494  0.00
H 2.052 -0.003 3.097  0.00
H -4.435 -4.904 -1.055  0.00
H 1.860 -0.891 -3.001  0.01
C -0.423 3.869 -1.656  0.00
H -2.063 -5.164 -1.801  0.00
C 0.921 4.164 1.874  0.00
C -2.283 4.295 -0.175  0.00
H -4.112 0.897 -2.800  0.00
C -1.749 -1.112 4.629  0.00
C 2.715 -5.846 -2.696  0.00
H -3.230 1.771 5.650  0.00
H -1.781 4.502 1.902  0.00
H -3.884 2.052 -1.502  0.00
C 3.365 2.662 -2.926  0.00
C 0.687 -4.910 -1.428  -0.02
O 1.896 -6.373 -3.491  0.00
H -1.988 -0.130 -2.358  0.00
O -2.217 4.824 -3.890  0.00
N -2.956 2.562 -3.324  0.00
H -3.349 4.425 -0.040  0.00
H -1.648 -2.159 4.896  0.00
Mn 0.123 -1.353 0.874  4.55
C -3.888 -3.712 0.648  0.00
H 3.803 3.654 -2.886  0.00
C -1.309 -3.972 -0.188  -0.01
C -2.436 0.304 -0.313  0.02
H -4.896 -3.584 1.022  0.00
C -2.821 -3.111 1.292  0.02
C -0.536 1.268 1.964  0.06
C 2.974 -2.265 0.877  0.04
C -1.784 4.073 -1.444  0.00
C 2.858 -4.037 -0.925  -0.01

Cartesian forces (eV/Å) of the 2 atoms listed first:
1.117 -0.837 -0.722
1.685 1.859 -0.581

=====

Record 3
The following is a DFT calculation (ωB97M-V with the def2-TZVPD basis set) of a single C4H8O molecule at a distorted geometry.

For the HOMO energy, the calculation gives -9.86 eV. Its energy relative to the best compared isomer or geometry (same formula, charge and spin) is 58.35 kJ/mol. Its multiplicity is 1. For the maximum force, the calculation gives 2.366 eV Å⁻¹. The SMILES is CCCC=O. For the lowest unoccupied orbital energy, the calculation gives 1.042 eV.

Last column: Mulliken charge in e.
Atoms and positions in Å:
H 1.269 -0.767 0.489  0.37
H 0.275 0.173 -2.186  0.30
C 0.725 -0.048 -0.129  -0.51
H 0.061 0.976 2.349  0.34
H -0.105 -1.414 -1.562  0.32
C -0.844 0.594 1.840  -0.07
H 1.618 -1.085 -1.857  0.34
C 0.666 -0.648 -1.585  -1.14
C -0.693 0.284 0.386  -0.37
O -1.924 0.551 2.375  -0.48
H -1.081 1.131 -0.164  0.29
H 1.372 0.800 -0.034  0.37
H -1.338 -0.547 0.078  0.25

Cartesian forces (eV/Å) of the 2 atoms listed first:
-0.544 -0.290 0.318
0.470 -0.284 -0.683

=====

Record 4
The following is a DFT calculation (ωB97M-V with the def2-TZVPD basis set) of 2 unconnected molecules or ions with the total composition C4H11NO2 at a distorted geometry.

For the HOMO energy, the calculation gives -10.02 eV. Its energy relative to the best compared isomer or geometry (same formula, charge and spin) is 28.33 kJ/mol. Its multiplicity is 1. For the maximum force, the calculation gives 1.971 eV Å⁻¹. The SMILES is CCNC(C)=O.O. For the lowest unoccupied orbital energy, the calculation gives 0.769 eV.

Last column: Mulliken charge in e.
Atoms and positions in Å:
C 2.539 -0.279 -0.479  -1.04
H 2.239 -0.435 0.561  0.27
N 0.329 0.607 -0.927  -0.14
C -1.080 -0.893 0.402  -1.22
O -3.088 1.013 2.243  -0.67
H 0.374 1.479 -1.432  0.24
C -0.764 0.514 -0.121  0.81
O -1.527 1.448 0.037  -0.73
H 1.486 -0.297 -2.388  0.33
H -1.000 -1.674 -0.346  0.38
H 0.792 -1.403 -1.258  0.22
C 1.260 -0.426 -1.329  -0.42
H 3.373 -0.967 -0.630  0.36
H 2.905 0.745 -0.523  0.30
H -2.468 1.450 2.817  0.29
H -2.730 1.168 1.357  0.38
H -2.113 -0.835 0.734  0.36
H -0.526 -1.215 1.284  0.28

Cartesian forces (eV/Å) of the 2 atoms listed first:
-0.457 -0.285 0.704
0.026 0.061 0.054